1.
ORCA calculation (ωB97M-V/def2-TZVPD) on one molecule with the formula CH9N5.

Geometry as ORCA input:
```
! wB97M-V def2-TZVPD RIJCOSX def2/J DEFGRID3
* xyz 0 1
N 0.19137 0.33127 0.81862
H 1.09945 0.14075 0.13553
N -0.52289 0.34087 2.02939
H 0.37325 1.30627 -2.60030
H -1.57953 0.46298 -0.04723
H -0.64051 -1.58136 2.51804
C 0.55238 0.24564 -2.43175
H -0.89976 -0.90510 -1.56743
N -0.62145 0.68138 -0.32957
H 1.62380 0.08461 -2.28836
N -0.10920 -0.33441 -1.26633
H 0.81494 -0.91688 2.90770
N -0.19312 -0.74564 2.88395
H -0.32389 1.19044 2.55526
H 0.23515 -0.30082 -3.31753
*
```

Its highest occupied orbital energy is -7.3569 eV. As for the energy above the lowest of the compared OMol25 structures with the same formula, charge and spin: 4.266 eV. The structure (SMILES) is CNNNNN.

=====

2.
ORCA calculation (ωB97M-V/def2-TZVPD) on a 2-piece molecular cluster, CH9N5OS overall.

Geometry as ORCA input:
```
! wB97M-V def2-TZVPD RIJCOSX def2/J DEFGRID3
* xyz 2 1
H 3.72809 0.69962 -0.10852
N -1.42637 -1.02403 -0.22979
H 2.20165 -0.54435 1.08304
H 2.25025 1.32934 -0.95682
N -0.16117 -1.01784 0.25350
H 2.76321 1.97644 0.50759
N 1.85126 0.11214 0.44931
N 2.77171 1.10778 -0.07530
H -2.09486 -2.76518 0.89921
C 0.62899 0.06938 -0.16654
H -1.55572 1.33335 -0.07092
H 0.09743 -1.57305 1.00320
N -2.27634 -1.87536 0.30156
H -3.09042 1.43278 -1.58269
H -3.21719 -1.63236 -0.03742
S -2.79360 1.47611 -0.26009
O 0.32307 0.89523 -1.00932
*
```

Its highest occupied orbital energy (spin up / spin down) is -16.0137 / -16.0119 eV. As for the energy above the lowest of the compared OMol25 structures with the same formula, charge and spin: 1.153 eV.

=====

3.
ORCA calculation (ωB97M-V/def2-TZVPD) on a 4-piece molecular cluster, CH9O3S overall.

Geometry as ORCA input:
```
! wB97M-V def2-TZVPD RIJCOSX def2/J DEFGRID3
* xyz -1 1
H -1.25204 -2.40587 0.54644
H 0.39581 -0.13747 -2.33510
H 0.71723 -1.30510 -3.20184
H -0.37557 -1.75294 -0.54181
O 0.97456 0.24296 2.42796
O -0.42383 -2.63894 -0.01484
S -0.45009 0.19795 -0.23586
H -1.38770 2.53181 0.28064
H -0.71309 1.81298 1.61002
O 0.89334 -0.30723 -3.14583
H 0.29118 2.44685 0.00211
H 0.37152 0.04360 1.63882
H 1.43247 -0.61862 2.46221
C -0.47381 1.89001 0.50708
*
```

Its highest occupied orbital energy is -3.4621 eV. As for the energy above the lowest of the compared OMol25 structures with the same formula, charge and spin: 1.511 eV.

=====

4.
ORCA calculation (ωB97M-V/def2-TZVPD) on a 4-piece molecular cluster, CH9O3S overall.

Geometry as ORCA input:
```
! wB97M-V def2-TZVPD RIJCOSX def2/J DEFGRID3
* xyz -1 1
C 1.72896 -0.47904 0.52663
H -0.04807 -0.37143 -1.62129
H 0.78702 -0.84815 0.94542
H 2.20768 -0.10124 1.44806
H -2.05274 0.52577 0.42496
O -2.56637 -0.09245 -0.13036
H -1.98102 -0.41491 -0.85300
O -0.65008 -1.00161 -2.07942
H -0.09126 1.53961 0.83052
S 1.42776 0.83556 -0.72581
H -0.20017 -1.20141 -2.92440
H 2.37730 -1.30144 0.22812
O -0.50873 1.83092 1.66609
H -0.43027 1.07981 2.26446
*
```

Its highest occupied orbital energy is -3.4751 eV. As for the energy above the lowest of the compared OMol25 structures with the same formula, charge and spin: 0.248 eV.

=====

5.
ORCA calculation (ωB97M-V/def2-TZVPD) on one molecule with the formula CH9P5.

Geometry as ORCA input:
```
! wB97M-V def2-TZVPD RIJCOSX def2/J DEFGRID3
* xyz 0 1
P 0.90033 1.22656 2.08504
H -1.10456 -1.09220 -3.01594
H -1.57072 -0.63739 1.47636
H -0.61841 1.90801 -0.89875
H -1.58126 -2.10810 -1.15281
H 0.29746 1.98884 1.03705
H 0.18590 1.89884 -2.73457
P 0.66967 1.76952 -1.33864
H 2.27825 1.43863 1.76116
H -0.19699 -1.96113 2.63189
P -0.74084 -1.79847 1.33921
H 1.67692 -0.91071 0.86980
C 0.60195 -0.54869 0.72996
P 0.63699 -0.39047 -1.07024
P -1.43469 -0.78325 -1.71951
*
```

Its highest occupied orbital energy is -7.9767 eV. As for the energy above the lowest of the compared OMol25 structures with the same formula, charge and spin: 1.070 eV. The structure (SMILES) is PC(P)P(P)#[PH2].

=====

6.
ORCA calculation (ωB97M-V/def2-TZVPD) on CHAgBr4 as an isolated structure.

Geometry as ORCA input:
```
! wB97M-V def2-TZVPD RIJCOSX def2/J DEFGRID3
* xyz 1 2
Br 2.55791 0.91468 0.44958
Ag -4.59006 0.85127 -1.07421
Br 1.51647 -0.86017 -1.59489
H 0.20438 0.13395 0.42303
Br -2.15896 1.16546 -0.04080
C 1.12727 -0.41436 0.24373
Br 1.34299 -1.79084 1.59356
*
```

Its highest occupied orbital energy (spin up / spin down) is -13.2726 / -12.4437 eV. As for the energy above the lowest of the compared OMol25 structures with the same formula, charge and spin: 0.131 eV.

=====

7.
ORCA calculation (ωB97M-V/def2-TZVPD) on CHBr2F as an isolated structure.

Geometry as ORCA input:
```
! wB97M-V def2-TZVPD RIJCOSX def2/J DEFGRID3
* xyz 0 1
Br 2.12449 -0.71348 -0.53643
Br -0.29017 1.67072 -0.54593
H -1.25409 -0.73470 -0.28746
C -0.34186 -0.08152 0.04056
F -0.23837 -0.14103 1.32926
*
```

Its highest occupied orbital energy (spin up / spin down) is -9.8541 / -9.8546 eV. As for the energy above the lowest of the compared OMol25 structures with the same formula, charge and spin: 0.114 eV.

=====

8.
ORCA calculation (ωB97M-V/def2-TZVPD) on a 2-piece molecular cluster, CHBr2P overall.

Geometry as ORCA input:
```
! wB97M-V def2-TZVPD RIJCOSX def2/J DEFGRID3
* xyz 0 1
Br -1.30486 0.98501 -0.05343
P -1.15177 -4.26390 0.55388
H -2.01922 0.02397 0.66775
C -0.41904 -4.20337 -0.85814
Br 0.41319 -4.31417 -2.48371
*
```

Its highest occupied orbital energy is -9.6267 eV. As for the energy above the lowest of the compared OMol25 structures with the same formula, charge and spin: 0.250 eV. The structure (SMILES) is P#CBr.Br.

=====

9.
ORCA calculation (ωB97M-V/def2-TZVPD) on CHBr3O6S3 as an isolated structure.

Geometry as ORCA input:
```
! wB97M-V def2-TZVPD RIJCOSX def2/J DEFGRID3
* xyz 0 1
O 0.87953 -1.84344 -1.22049
C -0.01025 0.06864 0.48971
O 2.47885 -0.52028 0.10038
S -1.44350 -0.47077 -0.31757
O -1.44590 -1.83647 -0.06303
O 0.96743 1.32054 -1.59184
S 1.23333 -1.23205 -0.02783
Br -3.00547 0.22306 0.89246
Br 1.72323 2.74570 0.76386
H -0.38139 0.41105 1.68414
O -0.94983 2.21015 -0.28479
S 0.29595 1.57651 -0.37488
O -1.58212 0.09374 -1.58461
Br 1.24015 -2.74639 1.53448
*
```

Its highest occupied orbital energy is -11.4729 eV. As for the energy above the lowest of the compared OMol25 structures with the same formula, charge and spin: 0.330 eV.

=====

10.
ORCA calculation (ωB97M-V/def2-TZVPD) on a 2-piece molecular cluster, CHBrCl2O overall.

Geometry as ORCA input:
```
! wB97M-V def2-TZVPD RIJCOSX def2/J DEFGRID3
* xyz 0 1
O -1.00515 0.46384 2.11958
Cl 2.97587 -0.37583 -1.37209
H 1.73763 -0.29941 -1.70725
Cl -0.08291 -0.89172 0.18397
C -1.11483 0.14300 0.99453
Br -2.51062 0.96013 -0.21874
*
```

Its highest occupied orbital energy is -11.1244 eV. As for the energy above the lowest of the compared OMol25 structures with the same formula, charge and spin: 0.169 eV. The structure (SMILES) is O=C(Cl)Br.Cl.

=====

11.
ORCA calculation (ωB97M-V/def2-TZVPD) on a 2-piece molecular cluster, CHBrCl2S overall.

Geometry as ORCA input:
```
! wB97M-V def2-TZVPD RIJCOSX def2/J DEFGRID3
* xyz 0 1
C -3.03472 -0.55141 0.17109
Br -3.30405 1.24279 -0.08402
Cl -3.00229 -1.20090 1.74556
Cl -3.31898 -1.61951 -1.12894
H -0.30305 -0.27537 0.06258
S -0.08930 -0.53568 -1.24926
*
```

Its highest occupied orbital energy (spin up / spin down) is -9.9924 / -8.3679 eV. As for the energy above the lowest of the compared OMol25 structures with the same formula, charge and spin: 2.613 eV.

=====

12.
ORCA calculation (ωB97M-V/def2-TZVPD) on a 2-piece molecular cluster, CHBrClNO2 overall.

Geometry as ORCA input:
```
! wB97M-V def2-TZVPD RIJCOSX def2/J DEFGRID3
* xyz 0 3
C 0.42156 -1.49440 -1.14222
Cl -1.13431 -1.72165 -0.50474
O 3.20517 -0.26288 0.15141
N 3.31950 -0.46674 1.31980
Br 0.75863 -0.06569 -2.24591
H 1.18824 -1.77239 -0.37355
O 2.81281 -1.23520 2.07702
*
```

Its highest occupied orbital energy (spin up / spin down) is -8.4762 / -10.9310 eV. As for the energy above the lowest of the compared OMol25 structures with the same formula, charge and spin: 0.000 eV.

=====

13.
ORCA calculation (ωB97M-V/def2-TZVPD) on CHBrF2O as an isolated structure.

Geometry as ORCA input:
```
! wB97M-V def2-TZVPD RIJCOSX def2/J DEFGRID3
* xyz 0 1
F 1.99556 0.75448 -0.13728
O 0.14677 -0.32544 0.46458
Br 2.65653 -1.87760 0.18288
F 1.03922 -0.46203 -1.85780
C 1.32926 -0.37941 -0.12091
H -0.45627 -0.97185 0.23783
*
```

Its highest occupied orbital energy is -11.4083 eV. As for the energy above the lowest of the compared OMol25 structures with the same formula, charge and spin: 1.601 eV.

=====

14.
ORCA calculation (ωB97M-V/def2-TZVPD) on a 2-piece molecular cluster, CHBrF2OS overall.

Geometry as ORCA input:
```
! wB97M-V def2-TZVPD RIJCOSX def2/J DEFGRID3
* xyz 0 1
O -2.08682 1.33413 1.10658
F -0.01760 -0.02124 -0.56510
C 0.68012 -0.97130 -1.30504
F -0.10831 -1.89142 -1.84694
H 1.56902 -1.32831 -0.65739
S -0.95690 0.99053 1.97494
Br 0.92049 1.88761 1.29294
*
```

Its highest occupied orbital energy (spin up / spin down) is -9.1352 / -9.5604 eV. As for the energy above the lowest of the compared OMol25 structures with the same formula, charge and spin: 3.126 eV.

=====

15.
ORCA calculation (ωB97M-V/def2-TZVPD) on a 2-piece molecular cluster, CHBrF3N overall.

Geometry as ORCA input:
```
! wB97M-V def2-TZVPD RIJCOSX def2/J DEFGRID3
* xyz 0 3
F 0.63611 -0.56254 -1.36321
C 0.50602 -0.46558 -0.02978
H 0.24203 1.53630 -0.09839
F 1.66383 -0.70832 0.48251
N 0.05366 0.74845 0.51865
F -0.32153 -1.48087 0.52015
Br -2.78012 0.93257 -0.02993
*
```

Its highest occupied orbital energy (spin up / spin down) is -11.0691 / -11.1707 eV.

=====

16.
ORCA calculation (ωB97M-V/def2-TZVPD) on a 2-piece molecular cluster, CHBrN2O3 overall.

Geometry as ORCA input:
```
! wB97M-V def2-TZVPD RIJCOSX def2/J DEFGRID3
* xyz 0 1
Br -1.01292 2.03382 -2.09473
N -0.39879 0.49835 1.20873
O -3.81712 1.76679 -1.88817
H -1.34025 1.80101 2.55697
O -2.78423 1.55826 0.00198
N -2.91488 1.62416 -1.16118
O 0.13960 -0.28846 0.56456
C -1.15123 1.07216 1.89282
*
```

Its highest occupied orbital energy is -9.9188 eV. As for the energy above the lowest of the compared OMol25 structures with the same formula, charge and spin: 1.321 eV. The structure (SMILES) is O=[N+]([O-])Br.C#[N+][O-].

=====

17.
ORCA calculation (ωB97M-V/def2-TZVPD) on CHBrN2O3 as an isolated structure.

Geometry as ORCA input:
```
! wB97M-V def2-TZVPD RIJCOSX def2/J DEFGRID3
* xyz 0 1
H 1.88991 -0.17905 1.03333
Br -1.97892 -0.85367 -0.61011
N -0.43448 -1.30538 -1.46490
O -0.56315 -0.22767 2.81647
N 0.35066 -0.15361 2.10452
C 0.88021 -0.50075 1.11422
O 0.15493 -0.95251 -2.44074
O -0.16124 -2.37003 -0.88989
*
```

Its highest occupied orbital energy is -10.4264 eV. As for the energy above the lowest of the compared OMol25 structures with the same formula, charge and spin: 2.435 eV.

=====

18.
ORCA calculation (ωB97M-V/def2-TZVPD) on CHCaF3NO3S2 as an isolated structure.

Geometry as ORCA input:
```
! wB97M-V def2-TZVPD RIJCOSX def2/J DEFGRID3
* xyz 1 1
O 2.58499 -3.00534 -1.74920
S -0.52560 -1.16279 -0.19623
C 0.08781 0.68644 -0.31352
F -0.86454 1.35059 -0.92039
N 0.85575 -1.87646 -0.64060
Ca 0.09896 -3.03691 2.60635
F 0.22915 1.07556 0.93219
S 1.36862 -2.23822 -2.04580
O -0.61571 -1.52963 1.26667
H -1.27555 -2.10120 3.38173
O -1.60857 -1.47539 -1.09979
F 1.21921 0.87525 -0.94791
*
```

Its highest occupied orbital energy is -12.1263 eV. As for the energy above the lowest of the compared OMol25 structures with the same formula, charge and spin: 0.700 eV.

=====

19.
ORCA calculation (ωB97M-V/def2-TZVPD) on CHCl2F2P as an isolated structure.

Geometry as ORCA input:
```
! wB97M-V def2-TZVPD RIJCOSX def2/J DEFGRID3
* xyz 0 1
H -0.69329 -0.96704 0.21567
F 1.89609 -0.90359 -0.52664
Cl -1.36556 1.10183 0.96597
F 1.27161 0.27776 1.45316
P 1.01476 0.72258 -0.08061
Cl -1.51778 -0.16735 -1.77946
C -0.60581 -0.06419 -0.24810
*
```

Its highest occupied orbital energy is -11.3502 eV. As for the energy above the lowest of the compared OMol25 structures with the same formula, charge and spin: 1.346 eV.

=====

20.
ORCA calculation (ωB97M-V/def2-TZVPD) on a 2-piece molecular cluster, CHCl2N2O2 overall.

Geometry as ORCA input:
```
! wB97M-V def2-TZVPD RIJCOSX def2/J DEFGRID3
* xyz -1 1
C 0.88085 0.06429 -0.16954
Cl 2.53878 0.12371 0.10630
H 0.63328 0.13671 -1.31617
Cl 0.70550 -2.49723 -0.82172
O -1.51268 0.91724 -0.61568
O -2.05662 0.49614 1.42914
N 0.04237 0.23549 0.86220
N -1.23147 0.52364 0.52547
*
```

Its highest occupied orbital energy (spin up / spin down) is -4.8440 / -4.8444 eV. As for the energy above the lowest of the compared OMol25 structures with the same formula, charge and spin: 0.479 eV.